C36H72O25 | ωB97M-V/def2-TZVPD

Output
**Structure (SMILES)**: CCOC(=O)OC.CCOC(=O)OC.CCOC(=O)OC.CCOC(=O)OC.CCOC(=O)OC.CCOC(=O)OC.CCOC(=O)OC.CCOC(=O)OC.C1CCOC1
**Relative energy (zero: lowest compared OMol25 entry of this formula, charge and spin)**: 129.84 kcal/mol
**Electronic energy**: -3295.8057 Eh
**Kohn-Sham gap**: 9.831 eV
**HOMO energy**: -9.813 eV

Geometry (Å):
C: -13.61 -18.86 -10.46
C: -12.22 -18.18 -10.60
O: -12.24 -16.78 -10.26
C: -12.75 -15.89 -11.10
O: -13.48 -16.15 -12.07
O: -12.45 -14.76 -10.67
C: -12.78 -13.60 -11.45
H: -14.35 -18.16 -10.84
H: -13.77 -19.04 -9.39
H: -13.62 -19.81 -11.00
H: -11.90 -18.18 -11.64
H: -11.47 -18.72 -10.03
H: -13.66 -13.72 -12.08
H: -11.92 -13.34 -12.07
H: -12.89 -12.83 -10.69
C: -5.37 -8.05 -8.73
C: -5.62 -9.21 -7.82
O: -6.97 -9.29 -7.52
C: -7.35 -9.87 -6.38
O: -6.66 -10.39 -5.48
O: -8.69 -9.81 -6.38
C: -9.51 -10.19 -5.34
H: -5.98 -8.12 -9.63
H: -4.32 -8.05 -9.01
H: -5.55 -7.11 -8.20
H: -5.09 -9.15 -6.87
H: -5.31 -10.16 -8.25
H: -10.53 -10.46 -5.62
H: -9.58 -9.41 -4.58
H: -9.07 -11.06 -4.86
C: -11.17 -4.72 -9.27
C: -10.01 -5.68 -9.44
O: -9.65 -5.91 -10.77
C: -10.21 -6.87 -11.48
O: -10.84 -7.81 -11.05
O: -9.77 -6.72 -12.80
C: -10.35 -7.54 -13.80
H: -10.86 -3.70 -9.09
H: -11.68 -5.09 -8.37
H: -11.96 -4.64 -10.02
H: -10.34 -6.62 -8.98
H: -9.15 -5.41 -8.84
H: -9.95 -7.23 -14.76
H: -11.44 -7.46 -13.83
H: -10.09 -8.58 -13.63
C: -8.30 -14.27 -24.21
C: -7.83 -13.37 -23.03
O: -8.58 -13.72 -21.88
C: -8.21 -14.76 -21.21
O: -7.17 -15.36 -21.31
O: -9.27 -15.02 -20.38
C: -9.07 -16.06 -19.43
H: -7.75 -15.21 -24.20
H: -8.27 -13.92 -25.24
H: -9.36 -14.45 -24.06
H: -8.17 -12.36 -23.28
H: -6.77 -13.51 -22.81
H: -9.41 -17.00 -19.87
H: -9.57 -15.83 -18.49
H: -8.06 -16.18 -19.07
C: -5.77 -10.15 -18.38
C: -4.58 -10.10 -17.45
O: -3.51 -9.44 -18.09
C: -2.56 -9.97 -18.98
O: -2.44 -11.16 -19.34
O: -1.66 -8.97 -19.15
C: -0.41 -9.16 -19.75
H: -6.24 -9.19 -18.59
H: -6.58 -10.80 -18.03
H: -5.54 -10.64 -19.33
H: -4.41 -11.17 -17.28
H: -4.85 -9.72 -16.46
H: 0.37 -8.71 -19.14
H: -0.34 -8.99 -20.83
H: -0.23 -10.23 -19.67
C: -1.16 -20.42 -10.61
C: -1.16 -19.14 -11.46
O: -0.04 -18.46 -11.01
C: 0.01 -17.12 -10.98
O: 0.83 -16.46 -10.37
O: -0.95 -16.60 -11.74
C: -1.08 -15.14 -11.86
H: -0.93 -20.14 -9.58
H: -0.40 -21.12 -10.93
H: -2.09 -20.97 -10.72
H: -2.10 -18.59 -11.36
H: -1.01 -19.35 -12.52
H: -1.34 -14.77 -12.85
H: -0.20 -14.57 -11.56
H: -1.85 -14.68 -11.24
C: -2.83 -17.73 -6.19
C: -3.85 -17.57 -7.27
O: -4.85 -16.56 -6.85
C: -6.16 -16.64 -7.22
O: -6.59 -17.50 -7.98
O: -6.88 -15.67 -6.56
C: -8.25 -15.51 -6.91
H: -2.05 -18.47 -6.37
H: -3.29 -17.94 -5.22
H: -2.22 -16.85 -5.98
H: -4.31 -18.56 -7.36
H: -3.28 -17.21 -8.12
H: -8.75 -14.73 -6.34
H: -8.84 -16.42 -6.76
H: -8.30 -15.22 -7.96
C: -2.89 -17.08 -17.48
C: -2.83 -18.44 -16.75
O: -2.45 -19.40 -17.70
C: -2.42 -20.72 -17.36
O: -2.52 -21.15 -16.20
O: -2.04 -21.37 -18.49
C: -2.00 -22.75 -18.60
H: -3.56 -17.13 -18.34
H: -1.88 -16.83 -17.82
H: -3.26 -16.38 -16.73
H: -3.78 -18.67 -16.27
H: -2.11 -18.38 -15.93
H: -1.67 -23.04 -19.60
H: -2.96 -23.22 -18.37
H: -1.30 -23.23 -17.91
C: -7.54 -14.27 -11.93
C: -6.92 -12.96 -11.39
C: -7.83 -11.91 -11.99
O: -8.21 -12.45 -13.24
C: -7.86 -13.87 -13.40
H: -8.49 -14.54 -11.46
H: -6.85 -15.11 -11.89
H: -5.90 -12.78 -11.74
H: -6.94 -12.88 -10.30
H: -7.32 -10.96 -12.14
H: -8.65 -11.73 -11.29
H: -7.01 -14.00 -14.07
H: -8.73 -14.46 -13.71

Atom charges from the Mulliken analysis, given in e for atoms 1 to 6: -0.996, -0.279, -0.346, 0.806, -0.629, -0.284